(1)
DFT (ωB97M-V/def2-TZVPD) results for C45H65IN2O6PbSbSi4 as an isolated structure.

Last column: Mulliken charge in e.
Geometry (Å):
1 Pb 0.00 0.04 -0.01  4.725
2 C -1.99 -1.27 4.42  -1.526
3 Sb -1.73 -1.13 2.26  0.539
4 C -0.02 0.09 2.24  0.334
5 C 1.18 -0.04 3.04  0.156
6 C 2.42 -0.35 2.46  -0.558
7 C 3.52 -0.60 3.28  -0.975
8 C 3.38 -0.53 4.66  -0.450
9 C 2.14 -0.21 5.21  -0.725
10 N 1.09 0.02 4.39  -0.165
11 Si -0.57 2.16 2.72  0.626
12 C -0.86 2.39 4.55  -1.249
13 C 0.89 3.31 2.26  -1.336
14 C -2.08 2.77 1.86  -0.160
15 C -0.89 -3.13 1.46  2.179
16 C 0.19 -3.08 0.34  0.786
17 C 0.73 -4.38 -0.15  -1.225
18 C 1.68 -4.44 -1.08  -1.804
19 C 2.18 -3.20 -1.66  -0.294
20 C 1.65 -2.05 -1.24  -0.092
21 N 0.67 -2.00 -0.07  -0.140
22 Si -2.49 -3.96 0.65  0.702
23 C -2.96 -2.99 -0.89  -1.312
24 C -4.01 -3.92 1.76  -1.205
25 C -2.29 -5.74 0.08  -1.012
26 Si -0.25 -4.22 2.97  0.305
27 C 0.53 -5.90 2.63  -1.274
28 C 1.14 -3.37 3.86  -0.546
29 C -1.56 -4.73 4.21  -0.978
30 H -2.22 -0.27 4.81  0.260
31 H -1.10 -1.66 4.94  0.382
32 H -2.87 -1.90 4.63  0.461
33 H 2.56 -0.41 1.39  0.890
34 H 4.48 -0.85 2.84  0.401
35 H 4.23 -0.73 5.31  0.394
36 H 2.02 -0.15 6.28  0.433
37 H 0.03 2.10 5.13  0.259
38 H -1.73 1.80 4.88  0.280
39 H -1.07 3.46 4.75  0.420
40 H 1.79 2.99 2.82  0.262
41 H 0.63 4.35 2.55  0.507
42 H 1.11 3.29 1.20  0.387
43 H -2.95 2.14 2.14  0.130
44 H -1.94 2.75 0.80  -0.560
45 H -2.28 3.82 2.17  0.550
46 H 0.36 -5.31 0.23  1.056
47 H 2.07 -5.39 -1.42  0.427
48 H 2.96 -3.23 -2.42  0.558
49 H 2.02 -1.14 -1.70  -1.681
50 H -3.18 -1.96 -0.64  0.427
51 H -3.86 -3.45 -1.34  0.666
52 H -2.13 -3.02 -1.62  -0.026
53 H -4.26 -2.88 2.04  0.254
54 H -3.86 -4.52 2.67  0.298
55 H -4.86 -4.34 1.19  0.441
56 H -1.53 -5.82 -0.72  0.336
57 H -3.25 -6.07 -0.35  0.449
58 H -2.04 -6.39 0.93  0.247
59 H 1.47 -5.80 2.07  0.347
60 H -0.18 -6.57 2.11  0.285
61 H 0.79 -6.37 3.60  0.420
62 H 1.97 -3.17 3.15  0.180
63 H 1.51 -4.02 4.68  0.554
64 H 0.79 -2.43 4.30  -0.231
65 H -2.26 -5.43 3.73  0.268
66 H -2.11 -3.88 4.63  0.227
67 H -1.07 -5.26 5.04  0.389
68 O 0.61 1.97 -0.01  -0.545
69 H 1.33 2.38 -0.53  -0.084
70 H 0.22 2.71 0.51  0.090
71 O -1.63 -1.17 -0.01  -1.280
72 H -2.57 -0.90 -0.16  0.303
73 H -1.67 -2.14 0.14  -0.918
74 O 1.84 0.05 -0.01  -1.495
75 C 2.72 2.18 -2.43  -1.971
76 C 2.39 1.19 -3.55  2.585
77 C 3.18 -0.12 -3.33  -1.798
78 C 2.81 1.79 -4.90  -1.965
79 Si 0.38 0.77 -3.49  0.561
80 O 0.03 0.06 -1.98  -1.036
81 C -0.63 2.38 -3.75  0.946
82 C -0.51 3.17 -4.91  -0.761
83 C -1.25 4.34 -5.06  -0.932
84 C -2.12 4.75 -4.06  -0.953
85 C -2.25 3.98 -2.91  -0.668
86 C -1.51 2.81 -2.76  0.454
87 C -0.12 -0.44 -4.90  0.625
88 C -0.68 -1.72 -4.59  0.429
89 C -1.03 -2.62 -5.60  -1.012
90 C -0.85 -2.27 -6.93  -0.658
91 C -0.32 -1.03 -7.26  -0.947
92 C 0.04 -0.13 -6.26  -0.425
93 H 3.80 2.41 -2.41  0.540
94 H 2.46 1.77 -1.44  0.240
95 H 2.19 3.13 -2.55  0.312
96 H 4.26 0.08 -3.34  0.568
97 H 2.97 -0.85 -4.11  0.247
98 H 2.94 -0.57 -2.37  1.206
99 H 3.88 2.00 -4.91  0.460
100 H 2.29 2.74 -5.10  0.349
101 H 2.60 1.11 -5.74  0.331
102 H 0.16 2.89 -5.72  0.145
103 H -1.15 4.94 -5.96  0.430
104 H -2.70 5.66 -4.17  0.383
105 H -2.93 4.29 -2.12  0.508
106 H -1.63 2.24 -1.86  -0.282
107 H -0.83 -2.03 -3.55  0.006
108 H -1.45 -3.59 -5.34  0.372
109 H -1.13 -2.97 -7.72  0.371
110 H -0.19 -0.77 -8.31  0.409
111 H 0.46 0.83 -6.57  0.226
112 I -4.06 -1.37 -6.23  -0.004
113 C -3.65 -0.43 -4.42  0.265
114 C -4.54 0.53 -3.93  -0.637
115 C -4.26 1.16 -2.72  -0.795
116 C -3.11 0.84 -1.99  -0.030
117 C -2.25 -0.12 -2.50  0.503
118 C -2.50 -0.75 -3.70  -0.041
119 C -2.80 1.54 -0.67  0.643
120 O -3.65 2.39 -0.29  -0.738
121 O -1.69 1.21 -0.02  -0.406
122 H -5.44 0.80 -4.47  0.399
123 H -4.94 1.91 -2.32  0.420
124 H -1.36 -0.37 -1.95  0.025
125 H -1.77 -1.51 -4.06  -0.641

Values from the calculation:
charge: -1

(2)
DFT (ωB97M-V/def2-TZVPD) results for a 8-piece molecular cluster, C45H67FN2O22S overall.

Last column: Mulliken charge in e.
Geometry (Å):
1 C 3.95 0.61 2.78  -1.305
2 C 2.99 0.77 1.61  0.471
3 F 3.44 1.82 0.78  -0.457
4 C 2.89 -0.47 0.73  0.090
5 C 3.70 -0.67 -0.36  -0.354
6 C 3.59 -1.79 -1.15  -1.702
7 C 2.62 -2.71 -0.83  -0.353
8 C 1.77 -2.56 0.25  0.037
9 C 1.94 -1.43 1.03  0.102
10 S 0.86 -1.30 2.45  0.533
11 C 0.88 -3.01 2.96  0.942
12 C 0.93 -3.38 4.28  -0.895
13 C 0.97 -4.71 4.59  -0.606
14 C 0.97 -5.68 3.62  -0.899
15 C 0.89 -5.28 2.30  -0.465
16 C 0.84 -3.95 1.94  -0.527
17 N 0.75 -3.48 0.61  1.094
18 C 0.42 -4.49 -0.40  -1.599
19 C -0.25 -3.92 -1.66  -0.578
20 C -1.64 -3.30 -1.42  -0.868
21 N -1.69 -2.34 -0.33  0.434
22 C -2.97 -1.66 -0.21  -0.875
23 C -2.99 -0.79 1.03  0.490
24 C -3.26 0.55 0.91  -0.747
25 C -3.33 1.39 2.00  -1.020
26 C -3.12 0.85 3.25  -0.360
27 C -2.82 -0.49 3.41  -0.452
28 C -2.76 -1.29 2.29  0.776
29 O -2.47 -2.63 2.47  -0.747
30 H 3.90 -0.43 3.13  0.341
31 H 3.66 1.32 3.56  0.215
32 H 4.96 0.85 2.42  0.390
33 H 1.98 1.03 1.92  0.311
34 H 4.45 0.08 -0.57  0.563
35 H 4.26 -1.91 -1.99  0.437
36 H 2.51 -3.58 -1.47  0.476
37 H 0.93 -2.59 5.03  0.591
38 H 1.01 -5.04 5.62  0.390
39 H 1.03 -6.73 3.87  0.416
40 H 0.90 -6.06 1.55  0.455
41 H -0.26 -5.26 -0.02  0.609
42 H 1.35 -5.00 -0.70  0.511
43 H 0.39 -3.23 -2.23  0.437
44 H -0.41 -4.78 -2.33  0.385
45 H -2.42 -4.06 -1.32  0.404
46 H -1.90 -2.76 -2.35  0.248
47 H -0.89 -1.72 -0.33  -0.180
48 H -3.76 -2.41 -0.11  0.308
49 H -3.12 -0.99 -1.07  0.388
50 H -3.44 1.01 -0.06  0.457
51 H -3.54 2.44 1.90  0.442
52 H -3.19 1.46 4.15  0.540
53 H -2.65 -0.92 4.39  0.532
54 H -1.56 -2.75 2.13  0.068
55 C 2.00 -0.45 -7.14  -0.480
56 O 2.03 -0.23 -5.72  -0.226
57 C 2.87 0.73 -5.33  0.667
58 O 3.57 1.40 -6.04  -0.574
59 O 2.78 0.83 -4.00  -0.210
60 C 3.61 1.83 -3.41  -0.469
61 H 1.29 -1.25 -7.32  0.066
62 H 1.67 0.44 -7.66  0.263
63 H 2.98 -0.76 -7.50  0.318
64 H 3.35 2.82 -3.79  0.303
65 H 4.66 1.61 -3.60  0.332
66 H 3.44 1.80 -2.34  -0.020
67 C 8.96 2.42 6.49  -0.645
68 O 7.61 2.25 6.05  -0.313
69 C 6.90 3.38 6.02  0.715
70 O 7.30 4.48 6.32  -0.539
71 O 5.67 3.09 5.60  -0.174
72 C 4.80 4.21 5.51  -0.618
73 H 9.42 1.44 6.47  0.218
74 H 9.51 3.08 5.82  0.297
75 H 8.99 2.80 7.51  0.294
76 H 5.18 4.94 4.80  0.324
77 H 4.66 4.67 6.49  0.332
78 H 3.84 3.84 5.16  0.116
79 C -7.17 0.41 -0.07  -0.674
80 O -6.69 0.12 -1.38  -0.249
81 C -7.22 0.87 -2.35  0.748
82 O -8.04 1.74 -2.20  -0.555
83 O -6.69 0.48 -3.51  -0.256
84 C -7.16 1.18 -4.65  -0.677
85 H -6.67 -0.27 0.62  0.171
86 H -6.93 1.43 0.21  0.312
87 H -8.24 0.24 0.00  0.359
88 H -6.92 2.24 -4.58  0.285
89 H -8.23 1.04 -4.79  0.320
90 H -6.64 0.77 -5.52  0.223
91 C -0.95 3.80 3.99  -0.227
92 O 0.14 4.57 3.48  -0.372
93 C 0.54 4.20 2.26  0.837
94 O 0.07 3.31 1.60  -0.538
95 O 1.54 5.00 1.90  -0.379
96 C 2.08 4.73 0.60  -0.124
97 H -1.18 4.19 4.98  0.343
98 H -1.83 3.91 3.36  0.264
99 H -0.67 2.75 4.09  -0.113
100 H 1.31 4.87 -0.16  0.298
101 H 2.48 3.72 0.55  -0.141
102 H 2.88 5.44 0.43  0.253
103 C -3.28 -5.04 -9.89  -0.627
104 O -3.24 -4.82 -8.48  -0.335
105 C -2.40 -3.85 -8.11  0.777
106 O -1.70 -3.20 -8.84  -0.545
107 O -2.46 -3.74 -6.78  -0.307
108 C -1.60 -2.74 -6.24  -0.456
109 H -4.00 -5.84 -10.07  0.219
110 H -3.61 -4.15 -10.42  0.294
111 H -2.30 -5.36 -10.26  0.293
112 H -1.87 -1.76 -6.62  0.332
113 H -0.56 -2.97 -6.46  0.235
114 H -1.74 -2.75 -5.16  0.112
115 C -3.57 2.44 -5.60  -0.591
116 O -2.42 3.22 -5.29  -0.351
117 C -1.34 2.93 -6.03  0.832
118 O -1.27 2.09 -6.89  -0.557
119 O -0.35 3.72 -5.62  -0.349
120 C 0.89 3.50 -6.29  -0.137
121 H -4.36 2.76 -4.93  0.200
122 H -3.89 2.60 -6.63  0.328
123 H -3.38 1.38 -5.43  0.262
124 H 0.80 3.69 -7.36  0.323
125 H 1.23 2.48 -6.11  -0.156
126 H 1.62 4.19 -5.87  0.230
127 C -0.50 0.34 10.45  -0.642
128 O 0.13 -0.01 9.22  -0.340
129 C -0.28 0.70 8.17  0.695
130 O -1.11 1.58 8.19  -0.544
131 O 0.38 0.28 7.09  -0.298
132 C 0.03 0.96 5.89  -0.814
133 H -0.08 -0.31 11.22  0.226
134 H -0.29 1.38 10.71  0.293
135 H -1.57 0.18 10.40  0.294
136 H 0.26 2.03 5.97  0.444
137 H -1.03 0.82 5.66  0.359
138 H 0.62 0.54 5.09  0.326

Values from the calculation:
structure (SMILES): C[C@@H](F)c1cccc2c1Sc1ccccc1N2CCCNCc1ccccc1O.COC(=O)OC.COC(=O)OC.COC(=O)OC.COC(=O)OC.COC(=O)OC.COC(=O)OC.COC(=O)OC

HOMO-LUMO gap values, unit Ha, following the record order: 0.218, 0.303.
HOMO values, unit eV, following the record order: -3.94, -7.88.